Entry 1:
Here is a structure of composition C5H10N3 at a distorted geometry from OMol25. Energies are from ωB97M-V/def2-TZVPD.

```
18
Properties=species:S:1:pos:R:3:forces:R:3
C -1.9440 -0.6849 -1.1444 -1.69 -1.16 0.30
C -0.5631 1.0243 -1.5699 3.45 2.12 2.70
C 0.7103 -0.1425 0.8443 -2.81 -0.43 -0.88
C 0.5828 -1.2274 1.8935 -0.98 -0.06 -0.55
C 1.8549 0.6872 0.7132 2.66 3.11 0.65
N -1.2188 -0.8491 -0.1292 -1.09 -1.43 1.13
N -0.2758 0.0667 -0.0246 1.58 1.00 -0.37
N -1.6955 0.4101 -1.9336 -0.48 -2.89 -0.03
H -2.8061 -1.3807 -1.1514 0.45 0.85 -1.02
H -0.7148 2.1131 -1.4266 0.42 -0.53 0.21
H 0.4698 0.8150 -1.9035 -0.92 -0.24 -0.79
H -0.4677 -1.6029 1.8640 0.97 0.16 0.08
H 0.7274 -0.7602 2.9119 0.53 -0.78 -1.15
H 1.2497 -2.0768 1.5649 -0.36 0.89 0.96
H 2.5038 0.7441 1.6857 -1.17 -0.27 -1.98
H 1.5002 1.7703 0.4816 0.85 -1.71 0.24
H 2.4876 0.3228 -0.1630 -0.59 0.48 1.12
H -2.4006 0.7708 -2.5128 -0.81 0.87 -0.60
```
Forces are in eV/Å.

For the gap between HOMO and LUMO, the calculation gives 9.368 eV. Its HOMO energy is -13.367 eV. The total energy is -9808.1526 eV. The total charge is +1. The max |F| comes out at 0.09464 Eh/bohr.

These are the natural (NBO) partial charges, in e, on atoms 1 to 6:
1. C 0.272
2. C 0.031
3. C 0.422
4. C -0.694
5. C -0.713
6. N -0.299



Entry 2:
Here is the ion C5H10N3O with charge +1 at a distorted geometry from OMol25. Energies are from ωB97M-V/def2-TZVPD.

```
19
Properties=species:S:1:pos:R:3:forces:R:3
C -0.0655 1.9929 0.1257 -6.46 4.72 1.52
C -1.3204 -0.1926 -0.0733 -2.31 0.67 -0.16
C -1.2711 1.1331 0.5254 -0.34 1.65 0.91
C 1.1773 0.1020 -0.2925 0.70 -3.00 0.85
C 1.7876 -0.5786 0.9505 -1.74 -1.69 0.62
N 0.9953 1.4929 -0.2381 3.96 -4.66 -1.95
N -0.1974 -0.7154 -0.3512 0.67 -0.77 -2.11
N -2.4997 -0.7604 -0.3893 1.42 -2.44 -0.62
O 1.8290 -0.3548 -1.4111 0.08 3.40 -2.26
H -0.3384 3.0295 0.0533 0.21 0.42 -0.23
H -1.0306 1.0695 1.5774 -0.81 -0.71 0.81
H -2.2268 1.6922 0.3950 0.88 -0.37 0.09
H 2.1033 -1.5941 0.4977 -0.13 1.52 1.39
H 1.0229 -0.7573 1.9012 1.86 0.58 -2.73
H 2.5723 0.0530 1.2853 1.10 0.03 0.37
H -0.2342 -1.5804 -0.9496 0.85 1.13 0.84
H -3.4013 -0.5244 -0.0287 -0.11 0.63 0.33
H -2.4393 -1.7606 -0.7219 -0.31 1.63 0.45
H 1.7297 0.4404 -2.1071 0.48 -2.75 1.87
```
Forces are in eV/Å.

For the gap between HOMO and LUMO (spin up / spin down), the calculation gives 6.775 / 7.672 eV. Its HOMO energy (spin up / spin down) is -9.829 / -15.183 eV. The spin multiplicity is 3. The total energy is -11852.8509 eV. The total charge is +1. The max |F| comes out at 0.15833 Eh/bohr. The expectation value of S² is 2.006.

These are the natural (NBO) partial charges, in e, on atoms 1 to 6:
1. C -0.206
2. C 0.545
3. C -0.483
4. C 0.526
5. C -0.640
6. N -0.143



Entry 3:
Here is the ion C5H10N3O5P with charge -2 at a distorted geometry from OMol25. Energies are from ωB97M-V/def2-TZVPD.

```
24
Properties=species:S:1:pos:R:3:forces:R:3
C -4.1376 0.4687 -0.2441 -1.26 -0.32 1.79
C 0.3403 -2.0570 0.1481 0.96 -1.03 -0.11
C -2.6051 0.4788 0.1719 -1.12 0.27 2.04
C -1.8843 -0.8080 -0.1827 -0.43 -1.56 4.54
C -0.5201 -0.9421 0.6116 -1.12 1.90 1.33
N 3.3590 0.0199 0.8131 -4.11 2.45 -2.71
N 1.9521 0.3396 -1.9634 1.71 -2.23 0.60
N 0.2318 0.3449 0.4734 1.45 -1.78 -1.72
O -4.7525 -0.5853 0.1454 0.65 1.11 -0.96
O 1.3116 -1.6741 -0.5592 2.03 1.79 -0.68
O -4.6727 1.5260 -0.7078 1.13 -1.16 0.10
O 0.2262 -3.2440 0.3985 -1.60 -1.05 0.85
O 1.9308 1.9110 -0.0460 -2.59 0.66 0.72
P 1.8806 0.3088 -0.1486 1.52 -2.35 0.60
H -2.5515 0.6511 1.3845 -0.31 -0.40 -2.82
H -2.1670 1.3468 -0.2824 0.49 0.36 -0.13
H -2.5474 -1.7127 0.1838 1.18 1.71 -1.35
H -1.6145 -0.7820 -1.1734 0.26 -0.46 -2.62
H -0.7116 -1.0628 1.7188 -0.17 -0.14 -1.11
H 3.5443 -0.9378 0.8385 0.18 -2.15 -0.10
H 2.1018 -0.6397 -2.4127 -0.49 2.20 1.56
H 1.0668 0.6480 -2.2863 -1.04 0.47 -0.25
H 0.2765 0.8390 1.3242 -0.14 0.81 0.99
H 2.7828 2.1427 -0.2833 2.83 0.91 -0.57
```
Forces are in eV/Å.

For the gap between HOMO and LUMO, the calculation gives 7.671 eV. Its HOMO energy is -1.765 eV. The total energy is -29345.3227 eV. The total charge is -2. The max |F| comes out at 0.10697 Eh/bohr.

These are the natural (NBO) partial charges, in e, on atoms 1 to 6:
1. C 0.758
2. C 0.757
3. C -0.495
4. C -0.392
5. C -0.143
6. N -1.321



Entry 4:
Here is a cluster of 2 separate species, C5H10N3P in total at a distorted geometry from OMol25. Energies are from ωB97M-V/def2-TZVPD.

```
19
Properties=species:S:1:pos:R:3:forces:R:3
H -1.0993 3.1203 0.3268 -0.69 0.35 0.22
N -0.7752 2.2110 0.0646 2.01 -0.09 -0.13
N -1.6348 1.3544 -0.1088 -2.06 -0.11 -0.25
C -2.4487 0.5536 -0.3922 1.53 0.08 -0.31
P -3.2691 -0.9347 0.1119 -2.10 1.24 1.38
H -3.1271 -1.7433 -0.9543 0.88 -0.78 -1.61
H -4.4072 -0.3935 -0.5850 -0.25 -0.43 0.44
C 2.3012 0.2704 0.9933 -2.64 0.50 -0.36
C 1.4683 -0.7593 0.2702 1.67 -2.67 1.28
C 1.1121 -0.4767 -1.1220 0.50 2.57 -0.59
C 0.2324 -0.9040 0.9375 -2.31 -0.63 1.21
N -0.8500 -0.9678 1.3280 1.01 -0.24 0.42
H 2.5315 -0.1045 1.9633 0.18 0.44 0.86
H 1.7586 1.2251 0.8690 0.07 -0.28 1.02
H 3.1098 0.4145 0.4040 3.17 0.27 -1.45
H 1.9865 -1.7808 0.3374 -0.49 1.28 -0.03
H 1.0918 -1.2850 -1.7432 -0.26 -2.48 -1.43
H 1.8502 0.1796 -1.5476 0.33 0.52 -0.30
H 0.1688 0.0208 -1.1527 -0.54 0.47 -0.38
```
Forces are in eV/Å.

For the gap between HOMO and LUMO, the calculation gives 8.891 eV. Its HOMO energy is -7.982 eV. The total energy is -19101.6194 eV. The max |F| comes out at 0.06807 Eh/bohr.

These are the natural (NBO) partial charges, in e, on atoms 1 to 6:
1. H 0.357
2. N -0.598
3. N 0.000
4. C -0.109
5. P 0.388
6. H -0.020



Entry 5:
Here is a cluster of 2 separate species, C5H10N4 in total at a distorted geometry from OMol25. Energies are from ωB97M-V/def2-TZVPD.

```
19
Properties=species:S:1:pos:R:3:forces:R:3
C 0.6014 0.9885 -0.0122 1.57 1.50 0.39
C -0.7355 1.6854 -0.1526 -1.83 -0.34 -0.65
C -1.3888 0.3514 0.2778 1.08 -0.12 1.25
C -2.2535 -0.7012 -0.2626 -2.43 -2.22 2.70
C 1.1963 -1.4335 0.2692 1.08 -0.76 -2.73
H 0.5730 0.4149 0.8851 -1.04 -0.20 0.92
H 0.5004 0.3350 -0.7932 -0.87 -0.83 -1.67
H -1.2016 2.3453 0.5458 0.69 1.13 0.75
H -1.1411 2.0030 -1.1367 1.03 -0.28 0.24
H -1.1422 0.3129 1.4102 -0.96 -0.67 -1.87
H -3.1103 -0.5948 -0.9679 1.29 -0.09 0.04
H -2.5372 -1.4134 0.6544 0.23 1.34 -2.08
H 1.7693 -2.2550 0.6049 0.28 -1.00 0.90
H 3.2111 -1.1210 -1.1144 -4.23 2.72 3.45
H 2.3782 1.1511 0.8187 0.77 -0.39 -0.27
N -0.8638 -0.7749 -0.5677 -0.48 -0.29 0.24
N -0.0388 -1.7367 0.0627 -0.81 0.79 0.74
N 2.1261 -0.5209 -0.3914 3.17 -0.50 -1.35
N 2.0569 0.9641 -0.1301 1.46 0.21 -0.99
```
Forces are in eV/Å.

For the gap between HOMO and LUMO, the calculation gives 8.605 eV. Its HOMO energy is -8.392 eV. The total energy is -11296.9684 eV. The max |F| comes out at 0.11854 Eh/bohr.

These are the natural (NBO) partial charges, in e, on atoms 1 to 6:
1. C -0.295
2. C -0.405
3. C -0.069
4. C -0.231
5. C 0.171
6. H 0.153



Entry 6:
Here is the molecule C5H10N4 at a distorted geometry from OMol25. Energies are from ωB97M-V/def2-TZVPD.

```
19
Properties=species:S:1:pos:R:3:forces:R:3
N -1.4121 -2.9109 1.0985 2.47 1.47 1.94
N -0.4016 -2.0860 0.4268 -1.45 -0.10 0.86
C -0.9475 -0.9953 0.0721 1.30 0.16 -1.44
N -0.1756 -0.0690 -0.6714 -0.96 -0.43 -0.22
N -0.8372 1.2085 -0.6625 -1.89 -0.04 0.77
C 0.1441 2.2407 -0.9048 0.62 -0.16 0.23
C 1.4367 1.6244 -0.3976 -0.40 0.85 0.57
C 1.3146 0.9944 0.9507 -1.33 -0.52 0.09
C 1.2026 0.1479 -0.3127 0.69 0.53 0.70
H -1.9689 -3.3425 0.4305 -0.81 -1.43 -1.24
H -0.8632 -3.5283 1.7162 -0.88 0.04 -0.93
H -2.0181 -0.7533 0.1688 0.45 -0.11 0.08
H -1.2754 1.3115 0.2946 0.88 0.28 -1.41
H -0.1577 3.0986 -0.3119 0.04 0.33 -0.12
H 0.2853 2.5435 -1.9605 -0.49 -0.36 0.36
H 2.3299 2.1973 -0.5760 0.47 -0.52 -0.55
H 2.1933 0.8079 1.5021 0.82 0.18 0.70
H 0.3713 1.1589 1.5418 1.19 -0.29 -0.57
H 1.9858 -0.5651 -0.5911 -0.73 0.10 0.15
```
Forces are in eV/Å.

For the gap between HOMO and LUMO, the calculation gives 8.962 eV. Its HOMO energy is -7.880 eV. The total energy is -11303.8830 eV. The max |F| comes out at 0.06748 Eh/bohr.

These are the natural (NBO) partial charges, in e, on atoms 1 to 6:
1. N -0.706
2. N -0.319
3. C 0.228
4. N -0.286
5. N -0.453
6. C -0.222